# 1
Here is a structure of composition C36H32FIrN8O7S from OMol25. Energies are from the ωB97M-V functional and the def2-TZVPD basis.

Geometry as ORCA input:
```
! RIJCOSX wB97M-V def2-TZVPD def2/J DEFGRID3
* xyz 0 1
H -2.26253 5.57017 -3.51947
H 0.93496 -5.97227 3.01680
C -2.46263 1.78552 1.23354
H 0.40019 0.54232 -5.90934
H 6.06474 -0.81251 8.85189
C -0.46299 1.87119 -3.74513
H -4.37286 1.26425 0.40609
S 3.11753 -1.19982 2.46912
C -3.35027 3.48436 -2.42952
C -1.83416 -0.91282 0.95395
H 1.36070 -0.91217 -5.79510
H 0.95387 2.61673 -0.22785
N 0.66200 -0.12747 3.10021
O -0.43507 -7.85521 2.32140
C 1.25872 -4.07284 2.05709
H -2.70878 2.83261 1.35886
H -0.93879 1.62383 -4.68300
C -0.91767 -0.02865 1.50208
C 2.14646 -0.65893 -3.45949
O 3.08468 -2.23423 -0.54149
C -3.07295 -0.44143 0.55008
H -3.89221 5.60269 -5.23941
O -0.78883 -3.10557 -2.06098
H -3.41956 2.50340 -1.95905
C 0.71336 -5.33607 2.17099
O -1.63042 -7.47271 0.43135
H -3.05989 4.32784 -6.15167
C -0.46850 3.15060 -1.72181
H -3.20838 4.22686 -1.63933
H -1.04004 -1.53053 -5.99340
H -0.42006 -2.02789 -4.40438
C -0.14481 -5.81629 1.19197
C 3.56007 -0.27845 6.64883
O 2.16255 0.50822 -0.08721
C 3.40104 -1.74160 -1.68831
C 2.63829 0.33679 7.48728
C -1.04202 2.84126 -2.96266
C -0.81529 -7.20943 1.33129
N -4.36319 3.63393 -4.66302
C 1.92401 -0.47265 3.52792
N 0.36528 -0.49717 1.93673
C 2.57220 -0.56067 -2.17210
N 1.20070 0.12317 -4.01908
H -4.94856 4.85953 -3.07712
C -0.64583 -1.17225 -5.04167
H -1.25551 4.73165 -4.70238
C -2.19691 4.68237 -4.16109
N 2.11358 -0.18250 4.78160
H 2.24351 1.01097 9.47210
C 2.96301 0.53375 8.81946
C 4.19184 0.12596 9.32221
C 0.16338 -3.74919 0.03050
H -0.49103 1.97355 2.09393
C 0.59839 -0.32805 -5.28280
C -0.40548 -5.00084 0.09604
C 0.57083 2.43044 -1.22099
H -1.59556 -1.96428 0.87763
C 0.64374 1.14149 -3.28027
C 4.79386 -0.69030 7.14041
O 0.32502 -1.57997 -0.89321
O 4.25668 -2.17673 -2.43516
C 1.11845 1.39429 -1.98445
F -0.99957 4.16994 -1.00886
C -3.38874 0.90549 0.68766
C -4.64278 3.82242 -3.20119
H -3.92848 2.71350 -4.77094
H 5.50498 -1.16887 6.47728
H -3.79505 -1.13835 0.14587
C -0.12879 -2.78401 -1.08797
H -1.42396 -0.60502 -4.52938
N -2.25872 3.45186 -3.39380
C 5.10421 -0.48707 8.47456
H 2.53057 -1.45761 -4.08072
H 3.95091 -1.00515 4.72160
N 0.97597 -3.28675 1.01297
H 4.43498 0.28050 10.36465
N 3.28241 -0.49360 5.28997
H -1.06640 -5.34668 -0.68620
H -5.22020 3.66612 -5.21201
H 1.92911 -3.65982 2.79617
H -5.47139 3.17450 -2.92520
Ir 1.65833 -1.41410 0.66740
H 1.68368 0.64677 7.08828
C -1.22466 1.31658 1.64377
C 2.01273 0.44067 -1.34307
C -3.37196 4.65045 -5.16021
*
```

Properties
Frontier orbital gap   4.7956 eV
HOMO energy   -6.81 eV
Energy above the lowest of the compared OMol25 structures with the same formula, charge and spin   3.6867 eV



# 2
Here is a structure of composition C36H32FN7O7SW from OMol25. Energies are from the ωB97M-V functional and the def2-TZVPD basis.

Geometry as ORCA input:
```
! RIJCOSX wB97M-V def2-TZVPD def2/J DEFGRID3
* xyz 3 2
H 13.36296 8.09686 19.93013
H 12.13355 12.86108 8.73604
H 8.55932 11.94404 18.68922
H 11.72506 6.20509 20.08754
C 11.90571 11.17521 11.71279
H 8.53515 11.62272 14.41929
O 12.66398 12.91334 15.64670
H 13.49506 9.19832 16.91570
C 7.09660 13.11045 13.77492
C 8.76343 10.47734 20.16990
C 7.46722 8.29131 23.76093
C 11.68843 13.49043 12.07978
N 12.21404 9.11572 18.42495
H 10.05246 7.82131 24.63882
H 10.12902 9.38522 25.51981
N 11.59632 12.22649 12.51192
C 11.49278 14.81627 17.61378
H 7.87254 9.79689 24.99388
O 13.73104 11.12868 14.92550
H 9.78572 16.66288 14.73715
H 7.69980 7.21120 23.63039
H 7.95278 8.39532 25.81018
H 6.04441 15.25639 13.71176
H 11.00536 9.50028 23.12177
C 7.62522 11.79263 13.83771
C 12.18783 11.38229 10.40963
H 13.14432 6.69091 17.21009
H 6.40219 8.34262 23.93331
C 11.81866 6.73135 19.09941
C 12.17930 10.88150 16.81213
C 9.95006 9.66697 23.33242
H 11.38059 8.60132 20.96868
O 5.39814 14.66808 13.09869
H 7.20794 10.02782 22.50086
H 12.47603 14.34115 17.42254
C 9.92651 15.71370 19.17641
C 7.82114 14.17878 14.47206
C 5.92492 13.43498 13.04076
N 10.63520 15.17632 16.60373
N 7.24702 15.35241 14.44286
H 7.46766 9.85634 13.00967
C 12.70052 9.70666 17.30380
O 8.76773 13.84380 15.25665
H 9.61555 15.77968 20.22711
C 10.46153 10.73312 18.50866
O 5.84413 17.74286 15.41900
O 10.15822 12.12799 16.59775
C 9.70406 8.86594 24.72064
C 9.51650 9.62100 20.96734
C 9.34789 16.43039 18.15394
C 7.08732 10.88000 13.00932
H 7.33372 8.50137 21.61327
C 10.71043 9.21690 20.34368
H 11.40661 14.23860 19.68400
C 10.90811 11.31104 17.29273
N 9.17779 9.12084 22.23799
C 12.99175 11.59776 15.77769
F 7.40302 10.66014 20.45378
C 11.17983 9.71533 19.12384
W 10.91953 13.48638 15.10915
S 11.51143 14.86456 13.19006
H 12.44032 10.52879 9.82765
O 10.84864 11.98697 13.63939
C 11.02734 14.88672 18.93269
C 12.71933 7.97518 19.02163
C 7.71123 9.04588 22.46420
H 10.95768 6.74862 18.46719
N 8.20804 8.84097 24.88560
C 13.15399 6.71076 18.31482
H 4.41962 12.59656 11.67277
C 9.57944 16.06930 16.79083
C 11.77179 13.73565 10.62914
C 6.86087 17.30143 15.83375
N 7.74416 16.31790 15.32197
C 12.04273 12.70713 9.77249
C 9.22052 11.16656 19.08362
H 5.51861 10.34661 11.72602
H 9.66400 10.69289 23.48862
C 5.95952 11.16288 12.26136
C 5.32441 12.40468 12.26089
H 8.54590 17.11034 18.41497
H 11.66559 10.17843 12.15014
H 13.94296 6.21085 18.92274
C 9.04347 16.60330 15.59349
H 11.49589 14.76702 10.35032
*
```

Properties
Frontier orbital gap (alpha / beta)   4.4858 / 4.1240 eV
HOMO energy (alpha / beta)   -13.99 / -13.82 eV
Energy above the lowest of the compared OMol25 structures with the same formula, charge and spin   7.3250 eV



# 3
Here is a structure of composition C36H33As2F2MnO6S from OMol25. Energies are from the ωB97M-V functional and the def2-TZVPD basis.

Geometry as ORCA input:
```
! RIJCOSX wB97M-V def2-TZVPD def2/J DEFGRID3
* xyz -1 6
H 2.15111 6.37594 -2.25531
C -2.25954 1.39831 3.90532
F 3.03889 2.85741 0.34447
H -0.67755 -4.05122 2.76306
H -0.14854 1.01979 4.06717
H -0.00789 -0.10711 1.87809
C 1.17524 4.56069 -1.67832
H 2.44643 -0.74928 -4.14106
H 1.34531 -2.23251 2.74413
C -2.03788 2.09615 -1.11703
H -5.97497 -4.78474 -0.59883
H -3.60481 -2.12950 1.77424
C -2.67180 0.73707 -1.39453
As -1.82630 -0.69336 -0.31505
H 1.56660 0.39606 -6.15587
O 3.33326 -1.10787 2.40521
C 5.21503 -2.67385 2.64608
F 3.44525 2.61145 2.52125
H -2.25207 2.80491 -1.92010
C -3.88902 -2.50840 0.79997
C 1.34470 0.47926 -2.77635
H 1.79241 3.94738 -2.32266
As -0.07103 2.04225 -0.81417
C 0.36612 1.77307 -5.02617
S 1.90385 -2.73876 0.51888
C -0.96341 0.25458 2.24033
H -0.69905 3.02804 -3.66184
H -2.45466 2.51558 -0.19899
O 4.87445 -3.38119 3.58111
C -0.25984 -3.54769 1.89027
H 1.72310 -0.04805 -1.90823
O 7.39518 -3.58028 2.04894
C 0.62940 -3.69833 -0.36809
H 1.62783 2.82070 1.77678
O 1.50545 -1.30466 0.17983
H -4.20015 0.51538 1.27366
C -3.31149 0.61679 1.88805
H 1.10517 -4.32483 -1.12004
H -2.32447 1.90664 4.85917
C 1.17672 -3.11670 2.13405
H -4.34450 1.65151 3.45570
H -0.93207 6.75905 0.68829
H -2.52943 0.44342 -2.43655
H -4.91648 -3.88794 -2.65000
H 0.03940 -2.92410 -0.86178
C -0.20294 -4.45363 0.66435
H -0.01580 2.28372 -5.90190
C 0.61891 6.72992 -0.79633
C 4.48064 -1.57325 2.03522
C 0.19964 3.97166 -0.88259
H 1.79375 -3.91465 2.55493
C 5.12145 -1.12648 0.86152
C -4.84721 -3.51037 0.70946
H -1.28527 4.33440 0.63707
C 6.39307 -1.83152 0.67546
C 1.25429 0.71309 -5.16870
C -4.63305 -3.50229 -1.67847
C -5.22553 -4.00680 -0.52864
C 0.46308 1.54212 -2.62507
C -3.39452 1.25728 3.11571
O 4.59481 -0.24731 0.08508
C 6.49116 -2.80809 1.83855
H -3.74587 0.75916 -1.19800
H 0.28565 -5.39518 0.92889
C 1.74427 0.06898 -4.04421
C -0.34423 6.14758 0.01489
H -1.18975 -4.69139 0.26348
C -1.04252 0.89779 3.46852
O 7.20642 -1.71205 -0.21905
H -5.29785 -3.90289 1.61272
H 0.78462 7.79933 -0.76274
H -3.19940 -2.14362 -2.49316
C -0.02368 2.18512 -3.76166
C -0.54673 4.77567 -0.02413
C 1.38135 5.93232 -1.63638
Mn 2.74570 0.22548 0.86396
C -2.09466 0.10835 1.44211
C -3.29278 -1.99058 -0.34664
C -3.66841 -2.51007 -1.58540
H -0.88368 -2.67413 1.68372
C 2.53108 2.24129 1.53434
*
```

Properties
Frontier orbital gap (alpha / beta)   6.2234 / 6.3377 eV
HOMO energy (alpha / beta)   -4.19 / -4.30 eV
Energy above the lowest of the compared OMol25 structures with the same formula, charge and spin   0.2884 eV



# 4
Here is a structure of composition C36H33Cl4DyN4O5PSTe from OMol25. Energies are from the ωB97M-V functional and the def2-TZVPD basis.

Geometry as ORCA input:
```
! RIJCOSX wB97M-V def2-TZVPD def2/J DEFGRID3
* xyz 1 6
Dy -0.12766 1.09664 -0.69392
C -3.82792 1.39510 -3.47058
H 0.05860 -1.09423 3.57278
C 4.12247 -4.44935 -1.74592
C -6.06028 0.23640 0.02626
C 1.73187 -1.05543 4.87244
H -2.25022 6.87421 -2.83570
N -0.08152 -3.29969 -0.99777
H 1.64796 0.01611 5.31576
Cl 2.06948 -6.22369 -1.94365
O -3.97195 0.71151 0.87654
C -0.90703 5.26594 -2.33634
C 3.05974 2.34197 -0.54912
H -3.72646 0.77792 5.05642
H -0.22725 5.89953 -1.75318
H -6.50658 1.11811 0.43991
P -2.39815 0.19778 1.18172
C -0.09565 -4.52868 -0.20894
H -2.61832 -0.07874 -2.67371
H -5.33788 -0.50483 1.89024
C -0.68889 3.90106 -2.26241
H -0.39336 -5.39123 -0.79180
C 3.85823 4.39774 -1.52128
Te 1.74168 0.33408 1.61219
H -1.47513 2.11611 3.35144
C -3.93066 2.76379 -3.75586
Cl 3.50141 -4.62761 4.15376
C 0.88265 -1.59207 3.98798
H -5.89185 0.43416 -1.00499
C 2.95143 -4.95189 -1.15271
H -4.65938 3.19302 -4.40870
C 4.20517 -2.82746 -0.01835
C 4.35572 2.05806 -0.08093
C 5.11424 4.12432 -1.06210
C -2.81713 1.34749 4.91729
C 2.43123 -4.46410 0.02963
H -4.63493 0.74416 -3.76074
H -2.00677 0.76057 5.40134
H 6.33641 2.79248 -0.10954
C -1.79664 3.04769 -2.55017
O -1.60758 1.44991 0.65003
H -2.88983 2.34119 5.44237
H 4.55741 1.15027 0.49915
N -0.52732 -1.19719 -1.52901
H 1.10235 -3.88375 -2.63786
H -1.15642 -2.10201 0.34544
O 1.07458 -4.70161 1.98023
C -4.94525 -0.33999 0.87282
C -2.06806 5.74855 -2.92826
H -4.51909 -1.22499 0.37483
C -3.01907 5.00361 -3.49616
N -1.72922 1.72150 -2.39190
H 1.07227 -6.04426 0.45852
C 1.54925 3.95673 -1.74081
C -0.70757 -2.13776 -0.63287
Cl 6.30259 5.37968 -1.17506
Cl 6.18052 -2.68766 -1.90876
N 0.45226 3.27819 -1.69552
C -2.91122 3.59530 -3.27884
O -2.20685 0.30241 2.77959
C 4.74973 -3.30614 -1.19402
C 3.10026 -3.39404 0.58144
C -2.39806 1.57980 3.46886
H -3.24415 2.13292 2.91236
C -2.74665 0.98062 -2.76771
C 1.14899 -4.95181 0.59998
C 0.45193 -3.51989 2.46928
H 4.60835 -1.96739 0.46745
H -6.99596 -0.35538 -0.00483
S 3.03660 -2.04837 5.23483
C 2.81967 3.52965 -1.24876
C 1.31360 -2.88693 3.50157
H 0.34916 -2.78630 1.70528
H -0.94053 -4.43674 0.48805
H 1.49969 4.90725 -2.25045
O 1.96265 1.62129 -0.15712
H -0.51540 -3.88478 2.82340
C 0.58755 -3.04807 -2.16923
C 5.34297 2.96547 -0.42782
H 2.73702 -3.07061 1.52071
H -3.92863 5.34859 -3.95155
H 0.59057 -1.27027 -3.39926
C 0.26657 -1.76298 -2.50689
H 4.55919 -4.84206 -2.67220
H 3.56170 5.25349 -2.10418
C 2.44279 -3.25247 4.09557
*
```

Properties
Frontier orbital gap (alpha / beta)   6.5116 / 6.5086 eV
HOMO energy (alpha / beta)   -10.16 / -10.16 eV
Energy above the lowest of the compared OMol25 structures with the same formula, charge and spin   2.5470 eV



# 5
Here is a cluster of 7 separate species, C36H33ClF6INOP in total from OMol25. Energies are from the ωB97M-V functional and the def2-TZVPD basis.

Geometry as ORCA input:
```
! RIJCOSX wB97M-V def2-TZVPD def2/J DEFGRID3
* xyz 1 1
H 4.90715 -4.63736 -0.84558
C 5.43417 -8.64201 5.65322
H 6.99110 -3.39591 -0.36948
H -6.56083 4.23778 -1.05234
H 4.14673 -6.99680 6.15138
C -2.34517 4.05110 -2.03209
N 0.26591 -2.77910 5.30032
H -1.23246 2.57571 -4.85386
H -2.25902 6.07476 -2.71206
H -8.53946 8.03158 -1.38157
C 1.46703 1.77761 -6.74946
C -3.44527 2.46954 -3.44758
C -2.14496 1.53054 1.27463
C 5.13906 -7.29753 5.84274
H -0.50383 -3.32015 4.89678
C -0.57977 1.32650 -7.93251
C 4.91930 -1.81398 1.78949
H 0.17342 2.50843 3.55331
C -8.26850 6.94785 -3.21290
C -8.15036 7.13239 -1.84059
H 6.99795 -1.59263 1.31890
F -2.63564 1.77235 -6.87700
C 6.08632 -2.13500 1.10977
H -3.46386 5.56327 -4.82726
I 1.42406 -5.93647 5.67495
C 6.70808 -9.02315 5.25105
H 5.90714 -5.28124 5.78596
H -3.78127 1.46065 -3.64584
F -6.67458 3.72516 -3.58353
F -1.68183 4.32570 -0.88614
H -7.84232 5.63861 -4.87378
C -7.15984 4.84186 -3.01232
C -2.48131 0.29856 1.81884
H -1.11126 0.97736 -8.80814
C -2.59278 5.06926 -2.93272
H -7.43819 6.30896 0.00882
P 1.80931 -3.67634 4.86664
C -7.53373 6.16380 -1.05881
C 4.91143 -3.84990 -0.10469
C -1.85745 -0.14064 2.97886
H 1.25106 2.56428 -4.76404
C -0.64933 2.22644 -5.69388
H 1.37452 0.99114 -8.74453
F -0.29916 0.23976 4.72268
C -1.28907 1.77549 -6.83390
H -4.22630 3.25627 -5.28142
H -8.75170 7.70024 -3.82119
C -3.69701 3.48072 -4.36636
H -0.92642 3.28631 1.46126
H 8.68173 -8.33981 4.71262
H 3.22246 -2.19281 5.38859
C -7.03807 5.00722 -1.64536
C -0.91176 0.66816 3.57980
H 2.82402 -4.07810 0.38999
F 8.32076 -5.79821 5.02641
C 3.74383 -3.53944 0.57881
H 2.54873 1.77829 -6.71752
H -2.54719 1.98068 -1.55328
H 6.94058 -10.06933 5.10724
C 6.11570 -6.33307 5.63577
C 6.08161 -3.15050 0.16172
H -2.10387 -1.10168 3.41607
C 7.37663 -6.72984 5.23130
C -7.76641 5.79754 -3.80601
C -1.18825 2.32885 1.88983
H 4.90105 -1.01943 2.52540
C 3.76568 -2.52348 1.51452
C -2.76078 2.75496 -2.27409
F 2.62244 -2.21541 2.18495
C -3.27018 4.77742 -4.10994
Cl -0.07078 -2.57320 6.99868
C 7.68639 -8.06263 5.03328
C 0.73851 2.22125 -5.65290
O 2.90012 -2.94864 5.89278
H -3.22958 -0.31994 1.34213
C 0.80775 1.33301 -7.88923
H -2.62804 1.87216 0.37154
C -0.56861 1.89839 3.05470
H 0.34263 -1.84212 4.87877
H 4.67185 -9.39215 5.81939
*
```

Properties
Frontier orbital gap   5.8233 eV
HOMO energy   -10.40 eV



| no. | DFT total energy (Ha) | maximum force (hartree/bohr) |
| --- | --- | --- |
| 1 | -2958.1632 | 0.0087 |
| 2 | -2864.9907 | 0.1241 |
| 3 | -8063.5850 | 0.0134 |
| 4 | -5720.1748 | 0.0843 |
| 5 | -3219.7674 | 0.0441 |